A molecular structure, C5H12BBrClFO3S2. Source: OMol25; level of theory: ωB97M-V/def2-TZVPD.

Properties
E_HOMO = -7.624 eV
max |F| = 6.408 eV/A
relative energy (zero: lowest compared OMol25 entry of this formula, charge and spin) = 1.7714 eV
HOMO-LUMO gap = 4.160 eV

```
! RIJCOSX wB97M-V def2-TZVPD def2/J DEFGRID3
* xyz 0 1
C 2.633 0.550 1.384
C 1.955 0.991 0.019
B 0.565 1.748 0.216
O 0.410 3.092 -0.144
S -1.025 0.941 0.911
C -0.843 -0.877 1.114
C -0.460 -1.775 -0.080
C -0.518 -1.241 -1.535
Br 1.378 -2.529 0.262
S -2.599 1.229 -0.536
O -2.113 1.888 -1.761
O -3.544 2.136 0.168
F -3.344 -0.208 -0.811
H 3.094 1.458 1.833
H 3.459 -0.161 1.154
H 1.913 0.072 2.080
H 2.656 1.743 -0.442
H 1.857 0.172 -0.732
H 1.289 3.388 -0.418
H -0.102 -1.032 1.945
H -1.818 -1.244 1.543
H -1.177 -2.771 -0.034
H -0.473 -0.141 -1.702
H 0.338 -1.686 -2.104
H -1.434 -1.663 -2.028
Cl -2.097 -4.077 -0.300
*
```

---

A gas-phase ion, C5H12BN3O2P (charge +1). Source: OMol25; level of theory: ωB97M-V/def2-TZVPD.

Properties
E_HOMO = -12.860 eV
max |F| = 5.090 eV/A
relative energy (zero: lowest compared OMol25 entry of this formula, charge and spin) = 0.0000 eV
HOMO-LUMO gap = 8.695 eV
SMILES string = CCB(O)c1c[nH]c(=P(=[NH2+])O)[nH]1

```
! RIJCOSX wB97M-V def2-TZVPD def2/J DEFGRID3
* xyz 1 1
C 4.161 0.508 0.331
C 2.949 -0.535 0.509
B 1.616 0.190 0.012
O 1.666 1.597 -0.138
C 0.201 -0.519 -0.303
C -0.160 -1.708 -1.030
N -1.596 -1.774 -0.986
C -2.015 -0.683 -0.286
P -3.824 -0.201 0.062
N -3.919 1.514 -0.387
O -4.101 -0.229 1.718
N -0.985 0.118 0.166
H 5.140 0.080 0.680
H 4.247 0.752 -0.763
H 4.000 1.456 0.907
H 2.930 -0.849 1.592
H 3.238 -1.445 -0.088
H 0.863 1.881 -0.616
H 0.544 -2.413 -1.522
H -2.202 -2.484 -1.408
H -3.416 1.551 -1.291
H -3.281 2.013 0.260
H -4.968 0.209 1.868
H -1.087 0.971 0.713
*
```

---

A molecular structure, C5H12BeMgO3. Source: OMol25; level of theory: ωB97M-V/def2-TZVPD.

Properties
E_HOMO = -4.939 eV
max |F| = 8.956 eV/A
HOMO-LUMO gap = 4.936 eV

```
! RIJCOSX wB97M-V def2-TZVPD def2/J DEFGRID3
* xyz 0 1
O -2.481 -0.546 0.350
Be -3.353 -0.442 -0.529
C 1.361 -2.733 -0.090
O 0.597 -1.567 0.146
C 1.025 -0.709 1.225
C 0.072 0.461 1.310
C 0.306 1.508 0.241
O -0.357 1.085 -0.973
C -0.850 2.113 -1.817
Mg -1.019 -0.839 -0.827
H 0.765 -3.371 -0.752
H 2.293 -2.443 -0.595
H 1.572 -3.249 0.858
H 2.058 -0.409 0.980
H 1.025 -1.304 2.149
H 0.131 0.918 2.304
H -1.417 0.220 1.495
H 1.358 1.667 -0.050
H -0.119 2.464 0.580
H -1.843 1.805 -2.167
H -1.053 3.050 -1.279
H -0.067 2.321 -2.560
*
```

---

Question: Which formula does entry 2 have?
Answer: C5H12BN3O2P

---

Copy entry 3 word for word.
A molecular structure, C5H12BeMgO3. Source: OMol25; level of theory: ωB97M-V/def2-TZVPD.

Properties
E_HOMO = -4.939 eV
max |F| = 8.956 eV/A
HOMO-LUMO gap = 4.936 eV

```
! RIJCOSX wB97M-V def2-TZVPD def2/J DEFGRID3
* xyz 0 1
O -2.481 -0.546 0.350
Be -3.353 -0.442 -0.529
C 1.361 -2.733 -0.090
O 0.597 -1.567 0.146
C 1.025 -0.709 1.225
C 0.072 0.461 1.310
C 0.306 1.508 0.241
O -0.357 1.085 -0.973
C -0.850 2.113 -1.817
Mg -1.019 -0.839 -0.827
H 0.765 -3.371 -0.752
H 2.293 -2.443 -0.595
H 1.572 -3.249 0.858
H 2.058 -0.409 0.980
H 1.025 -1.304 2.149
H 0.131 0.918 2.304
H -1.417 0.220 1.495
H 1.358 1.667 -0.050
H -0.119 2.464 0.580
H -1.843 1.805 -2.167
H -1.053 3.050 -1.279
H -0.067 2.321 -2.560
*
```

---

Question: Which of these has the highest HOMO-LUMO gap?
Answer: C5H12BN3O2P

---

Question: E_HOMO of number 3 (C5H12BeMgO3)?
Answer: -4.939 eV